Record 1
173
Properties=species:S:1:pos:R:3:forces:R:3:lowdin_charge:R:1 method="wB97M-V/def2-TZVPD" total_charge=-1 gap_ev=6.521 fmax_ha_per_bohr=0.0933 lumo_ev=2.004 e_homo_ev=-4.517 total_energy_ha=-4749.550179 relative_energy_kj_mol=182.9
Ba -0.936793 1.270745 0.402807 1.7 2.8 0.2 1.6724
S -3.565194 -0.591680 4.392369 0.1 0.0 0.2 1.0886
C -4.459762 -1.170966 3.028683 0.0 0.0 0.1 -0.4745
C -5.597041 -1.977275 2.993364 0.0 0.0 0.0 -0.0983
C -6.131370 -2.297354 1.755269 0.1 0.0 0.1 -0.0995
C -5.539615 -1.823269 0.576237 0.0 0.0 0.0 -0.0815
C -4.414624 -1.020063 0.615734 0.1 0.1 -0.2 -0.0044
C -3.870548 -0.686549 1.858239 0.3 0.2 0.1 -0.3001
N -2.753217 0.125533 2.061469 -0.4 -0.2 0.3 -0.0134
C -2.456872 0.260717 3.320581 -0.1 0.0 0.0 -0.5210
C -1.345675 1.107168 3.845135 0.0 -0.1 0.2 -0.3084
C -1.152680 1.209238 5.234786 -0.1 -0.1 -0.2 -0.0857
C -0.164899 2.040882 5.738971 0.0 0.0 -0.1 -0.1096
C 0.596052 2.799386 4.848179 0.0 -0.1 -0.1 -0.1137
C 0.373636 2.683801 3.476832 0.1 0.0 0.0 -0.1956
C -0.573072 1.814387 2.901208 -0.1 0.5 1.9 -0.3180
H -6.052446 -2.337857 3.911244 0.1 0.0 -0.1 0.1030
H -7.017167 -2.921118 1.698819 0.1 0.0 0.0 0.0969
H -5.971073 -2.091616 -0.382494 0.0 0.0 0.1 0.1024
H -3.936389 -0.655619 -0.293644 -0.1 -0.1 0.2 0.1071
H -1.774271 0.640533 5.923545 0.1 0.0 0.0 0.0765
H 0.006226 2.107698 6.808398 -0.1 0.0 -0.1 0.0913
H 1.349590 3.483948 5.231079 0.0 0.0 0.0 0.0927
H 0.962995 3.330772 2.811151 -0.1 -0.2 0.2 0.0695
N 2.857610 3.761396 -1.849100 -0.3 -0.2 1.0 -0.1401
P 1.238929 3.218696 -2.135822 0.2 0.1 -0.4 1.0707
C 1.552815 1.931371 -3.415765 0.0 -0.1 0.1 -0.3538
C 1.136826 0.634861 -3.131701 0.1 0.1 -0.1 -0.0850
C 1.296580 -0.391008 -4.059893 0.0 -0.1 0.1 -0.0675
C 1.889757 -0.118691 -5.280499 0.1 0.2 -0.1 -0.0743
C 2.347157 1.172400 -5.564161 -0.1 -0.1 0.1 -0.0783
C 2.178582 2.190531 -4.636723 0.0 -0.1 -0.1 -0.0984
C 0.698100 4.575833 -3.271233 0.1 0.0 0.0 -0.3744
C 1.247506 5.856832 -3.216871 -0.1 0.0 -0.1 -0.1042
C 0.821865 6.849657 -4.101459 0.0 -0.1 0.1 -0.0979
C -0.164382 6.572024 -5.038525 0.0 -0.1 0.1 -0.1007
C -0.734680 5.301301 -5.081640 0.0 0.0 0.0 -0.0776
C -0.311623 4.313548 -4.203827 0.0 0.0 0.0 -0.1109
C 3.549442 3.578331 -0.643948 -0.4 0.0 0.0 -0.3814
C 4.932791 3.808179 -0.592647 0.0 0.0 -0.1 -0.0366
C 5.594708 3.608422 0.600075 0.0 0.0 0.0 -0.0889
C 4.882793 3.202436 1.723656 0.0 0.0 0.0 -0.0845
C 3.521335 3.017414 1.583852 -0.2 -0.1 -0.3 -0.1419
N 2.854872 3.201130 0.434607 0.2 0.0 -0.2 0.1092
H 3.433289 3.936892 -2.650918 0.2 0.1 -0.2 0.0873
H 0.685012 0.429541 -2.171105 0.0 -0.1 0.1 0.0708
H 0.959842 -1.396693 -3.817342 0.1 0.2 0.0 0.1005
H 2.005587 -0.909462 -6.016453 0.0 0.1 0.1 0.1071
H 2.818486 1.382277 -6.519106 0.0 0.0 0.1 0.0986
H 2.524128 3.193829 -4.874887 -0.1 0.0 0.0 0.1042
H 2.006948 6.086190 -2.478128 0.0 0.0 0.0 0.0923
H 1.269769 7.838239 -4.059603 -0.1 -0.1 0.0 0.0969
H -0.497987 7.344342 -5.723864 0.0 -0.1 0.0 0.0969
H -1.513752 5.076205 -5.805920 0.1 0.0 0.1 0.1085
H -0.778258 3.333237 -4.236312 0.1 0.1 0.0 0.0869
H 5.461434 4.122755 -1.487911 0.0 0.0 0.1 0.1043
H 6.666281 3.761519 0.656412 0.0 0.0 0.0 0.1026
H 5.371592 3.022032 2.673098 -0.1 0.0 -0.1 0.0975
H 2.919943 2.688642 2.428846 0.1 0.0 -0.1 0.0825
O -1.597333 -4.124055 -5.800688 0.1 0.1 0.2 0.0487
N -1.145315 -4.129846 -4.664139 -0.1 0.2 0.1 -0.3401
O -0.562879 -5.087973 -4.178844 -0.1 0.2 0.0 0.0456
C -1.309162 -2.925698 -3.834042 0.3 -0.6 0.1 -0.1545
C -0.785128 -2.915975 -2.530296 0.1 -0.6 -0.5 0.0611
C -0.911140 -1.812139 -1.736294 0.1 0.7 0.3 -0.1232
C -1.612645 -0.634225 -2.211907 -0.6 0.5 -0.2 -0.3008
O -1.888956 0.353375 -1.436862 -1.0 -2.0 -2.6 -0.4188
C -1.985016 -0.679378 -3.595357 -0.1 0.3 0.3 -0.0659
C -1.890284 -1.823651 -4.373284 -0.1 0.3 -0.5 0.0371
N -2.473298 0.525574 -4.282269 0.0 -0.6 0.1 -0.3293
O -2.215820 1.615728 -3.820687 0.3 0.4 0.4 0.0497
O -3.093531 0.388399 -5.324031 -0.1 -0.3 -0.2 0.0520
N -0.471095 -1.835788 -0.407592 -0.9 -0.1 1.0 -0.1396
O -0.069299 -0.672101 0.208555 1.9 -4.2 -1.2 -0.5879
O 0.433673 -2.920528 -0.291730 0.5 0.1 0.2 0.0899
H -0.274620 -3.792959 -2.163684 -0.1 0.2 -0.1 0.0946
H -2.231680 -1.812104 -5.394381 0.0 0.0 -0.1 0.1255
C -2.794586 7.054430 0.357162 0.1 0.0 -0.1 -0.1498
C -2.119485 5.848129 -0.299911 -0.3 0.1 -0.1 -0.5579
C -2.465861 5.759145 -1.789522 0.0 0.2 0.1 -0.1567
Sb -2.464598 3.913859 0.657756 -1.4 2.2 0.5 1.4142
C -4.442347 3.353910 -0.095009 -0.1 0.2 -0.3 -0.5514
C -4.371316 2.769411 -1.512698 0.0 0.0 0.1 -0.1487
C -5.479831 4.476805 -0.005505 0.0 -0.1 0.0 -0.1421
C -3.238425 4.704404 2.536720 0.1 -0.1 0.2 -0.5625
C -2.107584 5.257412 3.411540 -0.2 0.1 -0.1 -0.1438
C -4.035263 3.633301 3.290375 0.0 0.1 0.0 -0.1331
H -2.535480 7.974789 -0.187139 0.0 -0.1 0.1 0.0752
H -2.482537 7.189908 1.396184 -0.1 0.0 -0.1 0.0504
H -3.886444 6.959203 0.342581 0.1 0.0 0.0 0.0626
H -1.036859 5.957126 -0.204781 0.1 0.0 0.0 0.0666
H -3.552092 5.777957 -1.942345 0.2 0.0 0.0 0.0624
H -2.082661 4.846797 -2.247065 0.0 0.0 0.0 0.0459
H -2.037437 6.606307 -2.343536 -0.1 -0.1 0.1 0.0759
H -4.734064 2.552025 0.589938 0.0 0.0 0.0 0.0646
H -4.110591 3.533415 -2.253656 -0.1 -0.1 0.1 0.0622
H -5.347640 2.351475 -1.797964 0.1 0.1 0.0 0.0813
H -3.631961 1.969792 -1.603394 0.0 0.0 0.0 0.0308
H -5.217604 5.309792 -0.664581 0.0 -0.1 0.1 0.0536
H -5.583147 4.866983 1.011268 0.0 0.0 -0.1 0.0560
H -6.467246 4.108794 -0.319934 0.1 0.0 0.0 0.0766
H -3.909112 5.524007 2.263191 0.0 -0.1 0.0 0.0595
H -1.469600 4.450307 3.768897 0.0 0.0 0.0 0.0459
H -2.520252 5.773839 4.290027 0.0 -0.1 -0.1 0.0780
H -1.471162 5.971305 2.873686 -0.1 -0.1 0.1 0.0596
H -3.392050 2.793971 3.565349 0.0 0.0 0.0 0.0523
H -4.873195 3.242295 2.702581 0.1 0.1 0.1 0.0596
H -4.447925 4.048651 4.220884 0.1 0.0 -0.1 0.0801
C -2.199017 -4.463428 1.357113 0.0 0.0 0.0 -0.0402
C -0.879345 -4.981836 1.946947 -0.1 0.1 0.1 -0.3614
C -0.985046 -6.463601 2.320275 0.0 -0.1 0.0 -0.0642
C -0.454678 -4.129742 3.138012 0.2 0.0 -0.2 -0.1054
C -1.227296 -4.200268 4.287057 -0.1 0.0 0.1 -0.0472
C -0.877031 -3.497876 5.428175 -0.1 0.1 0.0 -0.0827
C 0.217709 -2.656829 5.391216 -0.1 0.0 0.0 -0.0521
C 1.008184 -2.514740 4.249352 0.0 0.2 0.1 -0.1112
C 2.116810 -1.460348 4.372224 0.1 -0.2 -0.3 -0.3467
C 3.322418 -1.984325 5.166368 0.1 0.0 0.0 -0.0642
C 2.573220 -0.781764 3.077281 -0.1 0.0 0.1 -0.0492
C 0.692491 -3.302446 3.134328 -0.2 -0.2 -0.2 -0.0731
N 1.586855 -3.385272 2.018741 0.3 0.2 0.1 0.1202
B 1.477493 -3.113934 0.600020 0.1 -0.1 -0.2 -0.6099
N 2.759347 -3.512391 0.051797 0.1 0.2 0.0 0.0799
C 3.546872 -4.033405 1.084127 0.1 0.2 -0.4 -0.0677
C 2.871428 -3.931680 2.239312 -0.4 -0.1 0.1 -0.0643
C 3.020874 -3.675082 -1.352567 -0.2 -0.2 0.1 -0.0736
C 2.629540 -4.904928 -1.921534 0.0 0.0 0.1 -0.1157
C 2.710571 -5.076253 -3.298582 0.0 0.0 0.0 -0.0396
C 3.149553 -4.043046 -4.112697 0.0 0.0 0.0 -0.0659
C 3.551618 -2.850206 -3.538862 0.0 -0.1 0.0 -0.0629
C 3.514456 -2.636058 -2.156140 0.1 0.0 0.0 -0.1040
C 4.124704 -1.303692 -1.707380 0.0 -0.2 0.1 -0.3527
C 3.718348 -0.722772 -0.359985 0.0 0.0 0.1 -0.0522
C 5.653729 -1.430849 -1.752469 0.1 -0.1 -0.1 -0.0631
C 2.071642 -6.042214 -1.070197 -0.1 0.0 -0.4 -0.3482
C 2.905840 -7.317131 -1.239245 0.0 0.0 -0.1 -0.0629
C 0.598177 -6.298718 -1.416937 0.0 0.0 0.0 -0.0463
H -2.492023 -5.068469 0.487383 0.0 0.1 0.2 0.0843
H -2.088598 -3.425855 1.026851 0.0 -0.1 0.0 0.0730
H -3.009472 -4.507699 2.099834 0.1 0.0 -0.2 0.0774
H -0.124729 -4.899857 1.172221 0.1 0.0 -0.1 0.0984
H -1.796423 -6.642596 3.037721 0.1 0.0 -0.1 0.0709
H -0.050976 -6.823381 2.766429 -0.1 0.0 -0.1 0.0832
H -1.191026 -7.060711 1.423135 0.0 0.1 0.1 0.0697
H -2.112763 -4.832202 4.295306 0.1 0.1 0.0 0.1093
H -1.472660 -3.585155 6.331584 0.0 0.0 -0.1 0.1004
H 0.469668 -2.067973 6.267280 0.0 0.0 0.0 0.1139
H 1.662335 -0.673154 4.976189 -0.1 0.0 0.1 0.1192
H 3.931631 -2.663234 4.559553 -0.1 0.1 0.1 0.0630
H 3.001022 -2.523071 6.062789 0.0 0.1 0.0 0.0729
H 3.963732 -1.148722 5.477686 -0.1 -0.1 -0.1 0.0789
H 3.290237 -1.392238 2.526295 -0.1 0.0 0.0 0.0575
H 3.064613 0.163165 3.330034 0.0 0.0 0.0 0.0774
H 1.724708 -0.560725 2.427077 0.0 0.0 0.0 0.0769
H 4.533422 -4.444747 0.908814 -0.2 0.1 0.0 0.1247
H 3.161165 -4.277645 3.219068 0.0 0.1 0.0 0.1190
H 2.393685 -6.013378 -3.748194 0.0 0.1 0.1 0.1123
H 3.171877 -4.165938 -5.193006 0.0 0.0 0.2 0.1043
H 3.905323 -2.043522 -4.175947 0.0 -0.1 0.1 0.1083
H 3.833091 -0.580178 -2.472040 0.0 0.0 -0.1 0.1181
H 4.086237 -1.336936 0.468071 -0.1 0.1 -0.1 0.0689
H 2.638029 -0.620036 -0.264247 -0.1 0.0 0.0 0.0714
H 4.153839 0.279226 -0.258955 0.0 -0.1 0.0 0.0773
H 5.994394 -2.168412 -1.011397 -0.1 0.2 -0.1 0.0844
H 6.120814 -0.465817 -1.521922 0.0 -0.1 0.0 0.0755
H 5.999265 -1.759991 -2.738727 0.0 0.0 0.1 0.0737
H 2.115750 -5.758096 -0.025247 0.1 0.1 0.2 0.1142
H 2.828780 -7.705121 -2.262112 0.0 0.0 0.1 0.0733
H 2.555097 -8.098868 -0.556766 0.0 0.1 -0.1 0.0763
H 3.963176 -7.123682 -1.030696 -0.1 0.0 0.0 0.0794
H 0.477504 -6.575629 -2.471414 0.0 0.1 0.2 0.0700
H -0.003445 -5.397103 -1.237898 0.1 -0.3 0.0 0.0629
H 0.196049 -7.109265 -0.797212 0.0 0.1 -0.1 0.0767


Record 2
9
Properties=species:S:1:pos:R:3:forces:R:3:lowdin_charge:R:1 method="wB97M-V/def2-TZVPD" gap_ev="7.818 / 8.978" fmax_ha_per_bohr=0.0673 lumo_ev="-1.126 / 0.029" e_homo_ev="-8.943 / -8.949" total_energy_ha=-192.512523 relative_energy_kj_mol=739.4
C 1.340378 0.219201 -0.276037 -3.0 0.1 -0.9 -0.1553
C 0.095013 1.050292 -0.046685 0.7 1.8 -1.1 -0.1573
C 0.483287 -0.980945 -0.052001 0.4 -2.1 -2.5 -0.2124
C -0.677864 -0.124877 -0.116106 -0.3 -0.2 -0.7 0.0164
C 0.657950 0.041287 1.055052 1.1 0.5 3.2 -0.0309
H 2.184426 0.582292 -0.777682 1.4 -0.1 0.0 0.1237
H 0.059113 2.184401 -0.138811 -0.4 -2.0 0.9 0.1616
H 0.656562 -2.077653 -0.291439 -0.2 1.7 1.3 0.1605
H -2.740802 -1.430461 0.812301 0.3 0.3 -0.1 0.0938


Record 3
79
Properties=species:S:1:pos:R:3:forces:R:3:lowdin_charge:R:1 method="wB97M-V/def2-TZVPD" total_charge=-2 gap_ev=5.390 fmax_ha_per_bohr=0.0404 lumo_ev=3.535 e_homo_ev=-1.856 total_energy_ha=-5093.497403 relative_energy_kj_mol=41.7
K 2.764581 -0.321535 0.768065 -1.5 -0.9 -0.9 0.6929
C 2.742973 -2.376709 2.936954 -0.2 -0.2 -0.1 -0.2212
C 3.153202 -3.070579 1.779754 -0.3 -0.1 0.1 -0.2225
C 2.052578 -3.135068 0.894527 -0.1 -0.1 0.3 -0.2472
C 0.960781 -2.477945 1.509696 0.2 -0.4 0.3 -0.2616
C 1.389498 -2.011046 2.772340 0.1 -0.2 -0.1 -0.2300
H 3.341026 -2.210508 3.821918 0.1 0.2 0.0 0.0788
H 4.130289 -3.504088 1.617349 0.0 0.1 -0.1 0.0717
H 2.027319 -3.658389 -0.053924 0.0 0.0 -0.1 0.0605
H -0.058577 -2.475709 1.162981 -0.1 0.1 -0.1 0.0278
H 0.771595 -1.497553 3.498716 0.0 0.0 0.0 0.0724
I 3.088193 1.310592 7.918746 0.0 0.0 -0.1 0.7419
C 3.729126 1.338557 5.909537 0.0 0.0 0.1 -0.7317
C 5.029068 1.728655 5.626411 -0.1 -0.1 -0.1 -0.1713
C 5.441192 1.752495 4.298344 0.0 0.0 0.1 -0.0284
C 4.588158 1.366023 3.272212 -0.2 0.0 0.0 -0.1215
C 3.291997 0.959247 3.596592 0.3 0.1 0.1 -0.0744
C 2.844583 0.958873 4.912353 0.1 0.0 -0.1 -0.1489
C 5.051838 1.431823 1.809534 0.2 0.0 -0.1 -0.6825
O 5.572705 2.503098 1.457649 0.0 -0.3 0.1 -0.0204
O 4.838199 0.381415 1.141752 1.7 1.1 0.5 -0.2134
H 5.706874 2.012325 6.419883 0.0 0.0 0.0 0.0774
H 6.442673 2.084377 4.046032 -0.1 0.0 0.0 0.1141
H 2.611583 0.652415 2.814758 0.0 0.2 0.5 0.0481
H 1.830301 0.661704 5.143040 0.0 0.0 0.0 0.0916
C -1.372727 2.791232 -0.295747 0.0 -0.1 0.0 -0.0697
C -2.732344 2.150065 -0.437436 0.1 0.0 -0.1 -0.3041
C -3.877960 2.938978 -0.289540 0.0 -0.1 0.0 -0.0602
C -5.148661 2.408466 -0.457520 0.1 0.0 0.0 -0.1013
C -5.291938 1.066182 -0.784256 0.0 0.0 0.0 -0.1044
C -4.162983 0.271899 -0.920410 0.1 0.1 0.1 -0.1696
C -2.875320 0.786266 -0.746413 0.0 0.1 0.0 -0.3438
Sb -1.101249 -0.505716 -0.888493 -0.7 0.0 -0.1 1.6039
C -1.132442 -0.900996 -3.052447 0.1 -0.1 0.0 -0.3239
C -0.097640 -1.779620 -3.397621 0.0 0.1 0.1 -0.2340
C 0.159017 -2.161903 -4.704461 0.0 0.0 0.0 -0.0979
C -0.614958 -1.631233 -5.724035 -0.1 0.0 0.1 -0.1002
C -1.604352 -0.711529 -5.411997 0.0 0.0 0.1 -0.0712
C -1.877201 -0.322748 -4.095578 0.0 0.0 0.0 -0.2758
C -2.946509 0.727599 -3.896706 0.1 -0.1 0.0 -0.0522
C -2.278680 -2.164393 -0.034926 0.0 -0.1 0.1 -0.3285
C -3.031078 -1.789220 1.085330 0.1 -0.1 -0.1 -0.1528
C -3.720572 -2.712186 1.859938 0.0 0.0 0.0 -0.0971
C -3.633928 -4.059359 1.550949 0.0 0.0 0.0 -0.1014
C -2.846351 -4.458429 0.482474 0.0 0.1 0.0 -0.0652
C -2.166619 -3.537764 -0.315369 0.0 0.1 0.0 -0.2983
C -1.290256 -4.063407 -1.419314 0.1 0.1 0.1 -0.0536
H -1.451421 3.864241 -0.110799 0.0 -0.1 0.0 0.0832
H -0.773446 2.654472 -1.202987 0.0 0.0 0.1 0.0721
H -0.793915 2.350440 0.519654 0.0 0.0 0.0 0.0705
H -3.760021 3.988324 -0.042906 0.0 0.0 0.0 0.1023
H -6.021988 3.038991 -0.333418 0.0 0.0 0.0 0.0910
H -6.277604 0.640508 -0.936255 0.0 0.0 0.0 0.0932
H -4.291171 -0.774853 -1.166002 0.0 0.0 0.0 0.0992
H 0.550740 -2.167874 -2.615872 0.0 0.0 0.0 0.0744
H 0.962570 -2.856077 -4.920613 0.0 0.0 0.0 0.0999
H -0.435135 -1.908843 -6.756353 0.0 0.0 0.0 0.0923
H -2.182054 -0.262377 -6.213277 0.0 0.0 0.0 0.0973
H -3.216519 1.170219 -4.857135 0.0 0.0 0.0 0.0705
H -2.605896 1.527614 -3.237816 0.0 0.0 0.0 0.0746
H -3.848809 0.307731 -3.449830 0.0 0.0 0.0 0.0691
H -3.077582 -0.746166 1.374735 -0.1 0.0 0.0 0.0923
H -4.310287 -2.376641 2.704653 0.0 0.0 0.0 0.0950
H -4.155397 -4.797107 2.149600 0.0 0.0 0.0 0.0918
H -2.730453 -5.516141 0.271344 0.0 0.0 0.0 0.0998
H -1.352141 -5.151058 -1.481397 0.0 0.0 0.0 0.0737
H -0.245052 -3.799104 -1.223220 -0.1 0.0 0.0 0.0691
H -1.570462 -3.643614 -2.383941 0.0 0.0 0.0 0.0664
Cl 1.969010 3.652320 2.057319 -0.1 0.0 0.0 0.6450
C 1.997384 3.459870 0.305924 -0.2 -0.1 0.0 -0.7075
C 1.921811 2.173269 -0.212043 0.1 0.6 -0.3 -0.2131
C 1.949853 2.151276 -1.592454 0.0 0.1 0.2 -0.7068
Cl 1.910184 0.569109 -2.392337 0.1 -0.1 -0.2 0.6191
C 1.984314 3.269374 -2.428402 0.0 -0.1 0.0 -0.7146
Cl 1.922623 3.128456 -4.163520 0.0 0.0 0.1 0.6068
C 2.034852 4.529891 -1.844968 0.0 0.0 0.1 -0.7189
Cl 2.077740 5.953789 -2.834484 0.0 0.0 0.0 0.6105
C 2.045120 4.626011 -0.453042 0.0 0.0 0.0 -0.7083
Cl 2.076147 6.199294 0.288199 0.0 0.0 -0.1 0.6091


Repeat the second record exactly.
9
Properties=species:S:1:pos:R:3:forces:R:3:lowdin_charge:R:1 method="wB97M-V/def2-TZVPD" gap_ev="7.818 / 8.978" fmax_ha_per_bohr=0.0673 lumo_ev="-1.126 / 0.029" e_homo_ev="-8.943 / -8.949" total_energy_ha=-192.512523 relative_energy_kj_mol=739.4
C 1.340378 0.219201 -0.276037 -3.0 0.1 -0.9 -0.1553
C 0.095013 1.050292 -0.046685 0.7 1.8 -1.1 -0.1573
C 0.483287 -0.980945 -0.052001 0.4 -2.1 -2.5 -0.2124
C -0.677864 -0.124877 -0.116106 -0.3 -0.2 -0.7 0.0164
C 0.657950 0.041287 1.055052 1.1 0.5 3.2 -0.0309
H 2.184426 0.582292 -0.777682 1.4 -0.1 0.0 0.1237
H 0.059113 2.184401 -0.138811 -0.4 -2.0 0.9 0.1616
H 0.656562 -2.077653 -0.291439 -0.2 1.7 1.3 0.1605
H -2.740802 -1.430461 0.812301 0.3 0.3 -0.1 0.0938